one:
{"formula": "C6H6N2", "method": "wB97M-V/def2-TZVPD", "homo_energy_ha": -0.3538, "species": ["C", "C", "C", "C", "C", "C", "H", "H", "H", "H", "H", "H", "N", "N"], "coordinates": [[1.54, 0.96, -0.79], [0.63, 0.01, -0.29], [-0.17, -0.79, -1.05], [-1.30, -0.93, -0.06], [-0.61, -1.32, 1.27], [-0.09, 0.13, 1.01], [0.03, -1.03, -2.07], [-2.24, -1.41, -0.29], [-1.34, -1.47, 2.13], [0.16, -2.11, 1.30], [0.26, 0.80, 1.78], [-2.08, 0.45, 1.30], [2.21, 1.84, -1.18], [-1.47, 0.49, 0.50]]}

---

two:
{"formula": "C6H6N2", "method": "wB97M-V/def2-TZVPD", "homo_energy_ha": -0.3215, "species": ["C", "C", "C", "C", "C", "C", "H", "H", "H", "H", "H", "H", "N", "N"], "coordinates": [[0.42, -1.61, 0.28], [0.74, -0.24, -0.04], [1.99, 0.14, -0.12], [-0.17, 0.82, 0.14], [-1.66, 0.63, 0.10], [-2.69, -0.23, -0.17], [1.13, -2.07, -0.50], [0.47, -1.71, 1.38], [-0.64, -2.07, -0.43], [1.10, 2.59, -0.18], [-0.52, 2.59, -0.50], [-3.51, -1.23, -0.15], [3.20, 0.16, -0.06], [0.13, 2.23, 0.25]]}

---

three:
{"formula": "C6H6N2", "method": "wB97M-V/def2-TZVPD", "homo_energy_ha": -0.3274, "smiles": "C#C/C(N)=C(\\C)C#N", "species": ["C", "C", "C", "N", "C", "C", "C", "N", "H", "H", "H", "H", "H", "H"], "coordinates": [[-2.48, 1.21, 1.35], [-1.57, 0.61, 0.63], [-0.37, 0.43, -0.10], [0.28, 1.80, 0.19], [0.29, -0.80, -0.26], [-0.31, -2.08, -0.08], [1.70, -0.70, -0.64], [2.74, -0.48, -1.11], [-3.47, 1.85, 1.65], [1.16, 1.99, -0.17], [-0.71, 2.36, -0.34], [0.16, -2.80, -1.01], [-0.25, -2.54, 1.13], [-1.52, -2.09, -0.30]]}

---

four:
{"formula": "C6H6N2", "method": "wB97M-V/def2-TZVPD", "homo_energy_ha": -0.3096, "smiles": "C=c1cnncc1=C", "species": ["C", "C", "C", "N", "N", "C", "C", "C", "H", "H", "H", "H", "H", "H"], "coordinates": [[1.06, 1.80, -0.07], [0.19, 0.74, 0.02], [-1.21, 1.21, 0.05], [-2.36, 0.54, 0.31], [-2.29, -0.80, -0.06], [-1.04, -1.28, -0.19], [0.29, -0.65, 0.03], [1.33, -1.64, 0.13], [2.08, 1.30, -0.13], [1.14, 2.78, -0.31], [-1.52, 2.28, -0.08], [-0.92, -2.26, -0.68], [0.86, -2.66, 0.20], [2.40, -1.35, 0.78]]}

---

one is preferred energetically. Next in line: 54.7 kcal/mol higher.

---

one:
{"formula": "C7H28N14O7", "method": "wB97M-V/def2-TZVPD", "total_charge": -1, "homo_energy_ha": [-0.0060, -0.2551], "s_squared": 0.750, "spin_multiplicity": 2, "species": ["C", "O", "N", "N", "H", "H", "H", "H", "C", "O", "N", "N", "H", "H", "H", "H", "C", "O", "N", "N", "H", "H", "H", "H", "C", "O", "N", "N", "H", "H", "H", "H", "C", "O", "N", "N", "H", "H", "H", "H", "C", "O", "N", "N", "H", "H", "H", "H", "C", "O", "N", "N", "H", "H", "H", "H"], "coordinates": [[0.49, 0.78, -4.08], [-0.20, -0.15, -3.76], [1.19, 0.77, -5.15], [0.51, 1.96, -3.42], [1.23, -0.15, -5.57], [1.90, 1.46, -5.37], [1.10, 2.67, -3.84], [0.05, 2.12, -2.53], [-0.26, 4.59, 1.61], [-0.07, 5.48, 2.41], [-1.28, 3.76, 1.60], [0.52, 4.39, 0.58], [-1.34, 2.87, 1.12], [-1.80, 3.89, 2.46], [1.34, 4.98, 0.61], [0.65, 3.42, 0.31], [0.90, -4.85, -0.30], [1.98, -4.90, -0.82], [0.27, -3.73, -0.38], [0.16, -5.78, 0.22], [0.73, -3.01, -0.92], [-0.41, -3.44, 0.32], [0.47, -6.75, 0.23], [-0.66, -5.48, 0.71], [4.06, -2.69, 2.95], [5.22, -2.24, 2.86], [3.19, -2.54, 2.00], [3.50, -2.97, 4.05], [2.29, -3.00, 1.93], [3.73, -2.48, 1.15], [3.87, -2.69, 4.95], [2.53, -3.25, 4.13], [-2.43, -3.15, 1.78], [-1.48, -2.42, 1.79], [-2.71, -3.72, 2.87], [-3.32, -3.28, 0.82], [-3.56, -4.21, 3.14], [-2.03, -3.39, 3.54], [-3.34, -2.70, 0.00], [-3.60, -4.24, 0.70], [-0.09, 0.61, 0.37], [0.21, 1.47, -0.32], [-1.28, 0.02, 0.26], [0.74, 0.02, 1.21], [-1.27, -0.91, 0.64], [-1.97, 0.18, -0.47], [0.59, -0.92, 1.54], [1.58, 0.53, 1.44], [-1.04, 5.48, -2.52], [0.15, 5.77, -2.84], [-1.38, 4.50, -1.79], [-2.09, 6.17, -2.87], [-0.54, 4.02, -1.50], [-2.20, 4.53, -1.22], [-1.90, 6.96, -3.47], [-2.91, 5.63, -3.11]]}

---

two:
{"formula": "C7H28N14O7", "method": "wB97M-V/def2-TZVPD", "total_charge": -1, "homo_energy_ha": [0.0032, -0.2596], "s_squared": 0.750, "spin_multiplicity": 2, "species": ["C", "O", "N", "N", "H", "H", "H", "H", "C", "O", "N", "N", "H", "H", "H", "H", "C", "O", "N", "N", "H", "H", "H", "H", "C", "O", "N", "N", "H", "H", "H", "H", "C", "O", "N", "N", "H", "H", "H", "H", "C", "O", "N", "N", "H", "H", "H", "H", "C", "O", "N", "N", "H", "H", "H", "H"], "coordinates": [[-2.04, 2.55, 3.01], [-2.63, 1.60, 3.57], [-1.57, 2.60, 1.80], [-1.63, 3.68, 3.54], [-1.87, 1.81, 1.25], [-1.22, 3.51, 1.52], [-1.02, 4.27, 2.98], [-1.85, 3.78, 4.52], [-4.51, 1.38, -1.29], [-3.29, 1.16, -0.99], [-4.73, 1.65, -2.53], [-5.58, 1.36, -0.52], [-3.95, 1.79, -3.16], [-5.55, 2.17, -2.80], [-5.58, 1.23, 0.48], [-6.42, 1.49, -1.06], [-0.31, -0.99, 4.07], [0.58, -0.72, 4.83], [-1.50, -0.93, 4.42], [-0.04, -1.40, 2.87], [-1.85, -0.59, 5.31], [-2.18, -1.34, 3.79], [-0.81, -1.54, 2.23], [0.91, -1.44, 2.55], [4.59, -1.97, -1.21], [5.65, -2.03, -1.73], [3.44, -2.45, -1.62], [4.35, -1.16, -0.19], [2.69, -1.90, -1.22], [3.36, -3.10, -2.39], [3.42, -0.92, 0.12], [5.14, -0.54, -0.08], [2.66, 4.17, -1.19], [2.49, 4.27, 0.02], [3.38, 4.95, -1.90], [2.07, 3.15, -1.87], [3.78, 4.74, -2.81], [3.70, 5.69, -1.29], [1.62, 2.36, -1.43], [2.33, 3.01, -2.83], [0.10, -0.05, -1.02], [1.22, -0.59, -1.26], [-0.72, -0.66, -0.18], [-0.48, 0.87, -1.74], [-0.27, -1.41, 0.31], [-1.69, -0.38, -0.13], [-1.47, 1.04, -1.62], [0.04, 1.12, -2.57], [0.58, -5.84, -0.95], [-0.02, -6.26, 0.03], [0.85, -4.60, -1.20], [1.24, -6.62, -1.74], [0.56, -3.92, -0.51], [1.19, -4.25, -2.08], [1.77, -6.17, -2.48], [1.09, -7.62, -1.64]]}

---

one is preferred energetically. Next in line: 8.0 kcal/mol higher.

---

one:
{"formula": "CH3OS", "method": "wB97M-V/def2-TZVPD", "total_charge": -1, "homo_energy_ha": -0.0977, "species": ["S", "H", "O", "C", "H", "H"], "coordinates": [[1.82, 0.09, -1.39], [2.29, 0.00, -0.15], [-1.68, 0.96, 0.27], [-1.01, -0.03, 0.40], [0.06, 0.01, 0.63], [-1.47, -1.03, 0.24]]}

---

two:
{"formula": "CH3OS", "method": "wB97M-V/def2-TZVPD", "total_charge": -1, "homo_energy_ha": -0.0943, "species": ["S", "H", "O", "C", "H", "H"], "coordinates": [[2.61, 0.27, -0.96], [2.70, -0.60, 0.04], [-1.69, -0.75, 1.05], [-1.37, 0.06, 0.22], [-1.84, 1.05, 0.01], [-0.42, -0.03, -0.35]]}

---

one is preferred energetically. Next in line: 1.9 kcal/mol higher.

---

one:
{"formula": "C2H9NO2", "method": "wB97M-V/def2-TZVPD", "homo_energy_ha": -0.3691, "smiles": "C=NC.O.O", "species": ["C", "N", "C", "H", "H", "H", "H", "H", "O", "H", "H", "O", "H", "H"], "coordinates": [[-1.16, 0.97, 1.07], [-0.76, -0.16, 0.65], [-1.50, -1.36, 1.08], [-0.75, 1.90, 0.76], [-1.85, 0.88, 1.93], [-1.18, -2.12, 0.34], [-2.57, -1.22, 1.20], [-1.10, -1.49, 2.12], [1.06, 0.60, -2.82], [1.92, 0.65, -2.34], [0.28, 0.42, -2.28], [2.59, 0.64, -0.71], [3.29, 0.06, -0.39], [1.72, 0.24, -0.60]]}

---

two:
{"formula": "C2H9NO2", "method": "wB97M-V/def2-TZVPD", "homo_energy_ha": -0.3276, "species": ["C", "C", "N", "H", "H", "H", "H", "H", "H", "H", "O", "H", "H", "O"], "coordinates": [[-0.92, 0.50, 1.10], [0.33, 0.62, 0.31], [0.00, 0.09, -0.97], [-1.26, -0.61, 0.82], [-0.82, 0.35, 2.17], [-1.62, 1.29, 0.90], [0.73, 1.64, 0.16], [1.25, 0.13, 0.68], [-0.34, -0.88, -0.88], [-1.86, -2.29, 0.90], [-1.20, -1.98, 0.27], [2.55, 0.76, -2.29], [0.87, 0.14, -1.63], [2.28, 0.23, -1.53]]}

---

three:
{"formula": "C2H9NO2", "method": "wB97M-V/def2-TZVPD", "homo_energy_ha": -0.3580, "smiles": "NCCO.O", "species": ["N", "C", "C", "O", "H", "H", "H", "H", "H", "H", "H", "O", "H", "H"], "coordinates": [[-0.42, 0.60, 1.33], [0.79, 0.58, 0.46], [0.67, -0.13, -0.86], [1.87, -0.37, -1.58], [-0.32, -0.12, 2.03], [-0.37, 1.48, 1.82], [1.13, 1.61, 0.43], [1.59, 0.11, 1.02], [0.23, -1.14, -0.81], [-0.13, 0.35, -1.53], [2.16, 0.50, -1.88], [-2.23, -1.43, -0.39], [-2.94, -0.81, -0.57], [-2.03, -1.25, 0.54]]}

---

three is preferred energetically. Next in line: 16.2 kcal/mol higher.

---

one:
{"formula": "C7H11F", "method": "wB97M-V/def2-TZVPD", "homo_energy_ha": -0.3565, "smiles": "C#C[C@](C)(CC)CF", "species": ["C", "C", "C", "C", "C", "C", "C", "F", "H", "H", "H", "H", "H", "H", "H", "H", "H", "H", "H"], "coordinates": [[-1.62, 1.67, -0.99], [-0.94, 0.73, -0.55], [-0.44, -0.49, 0.12], [-1.72, -1.21, 0.72], [0.42, 0.08, 1.34], [1.50, 1.15, 1.00], [0.64, -1.23, -0.76], [1.55, -0.37, -1.31], [-2.05, 2.81, -1.17], [-1.38, -1.97, 1.38], [-2.38, -0.49, 1.25], [-2.37, -1.79, -0.07], [-0.30, 0.71, 2.06], [0.83, -0.72, 2.01], [2.27, 0.77, 0.39], [2.02, 1.26, 1.94], [1.11, 2.13, 0.55], [1.18, -1.90, -0.10], [0.12, -1.73, -1.67]]}

---

two:
{"formula": "C7H11F", "method": "wB97M-V/def2-TZVPD", "homo_energy_ha": -0.3341, "smiles": "CCC1(F)CC=CC1", "species": ["C", "C", "C", "F", "C", "C", "C", "C", "H", "H", "H", "H", "H", "H", "H", "H", "H", "H", "H"], "coordinates": [[-1.54, -1.23, 0.83], [-0.98, -1.08, -0.53], [-0.06, 0.07, -0.69], [0.02, 0.11, -2.05], [-0.27, 1.45, -0.01], [1.08, 1.94, 0.24], [2.16, 1.04, 0.12], [1.37, -0.31, -0.12], [-2.03, -0.28, 1.26], [-0.80, -1.75, 1.50], [-2.39, -2.02, 0.73], [-1.93, -1.11, -1.35], [-0.48, -2.09, -0.79], [-0.88, 1.15, 0.93], [-0.79, 2.05, -0.71], [1.14, 2.82, 0.58], [3.20, 1.01, 0.46], [2.04, -0.67, -1.04], [1.15, -1.11, 0.64]]}

---

two is preferred energetically. Next in line: 11.6 kcal/mol higher.

---

one:
{"formula": "C21H23N3O3", "method": "wB97M-V/def2-TZVPD", "homo_energy_ha": -0.2863, "smiles": "COc1ccc2cc(C(=O)N3CCN(c4ccccc4OC)CC3)[nH]c2c1", "species": ["C", "O", "C", "C", "C", "C", "C", "C", "C", "O", "N", "C", "C", "N", "C", "C", "C", "C", "C", "C", "O", "C", "C", "C", "N", "C", "C", "H", "H", "H", "H", "H", "H", "H", "H", "H", "H", "H", "H", "H", "H", "H", "H", "H", "H", "H", "H", "H", "H", "H"], "coordinates": [[2.15, -6.66, 3.95], [3.12, -6.11, 3.09], [2.73, -5.13, 2.23], [3.77, -4.63, 1.41], [3.55, -3.64, 0.49], [2.26, -3.11, 0.36], [1.68, -2.11, -0.45], [0.35, -2.02, -0.11], [-0.81, -1.30, -0.64], [-1.92, -1.82, -0.58], [-0.62, -0.09, -1.24], [0.50, 0.79, -1.02], [0.06, 2.01, -0.19], [-1.02, 2.69, -0.88], [-1.31, 4.01, -0.53], [-0.80, 4.62, 0.62], [-1.09, 5.93, 0.94], [-1.91, 6.68, 0.11], [-2.41, 6.11, -1.04], [-2.11, 4.80, -1.38], [-2.64, 4.30, -2.56], [-1.68, 4.03, -3.56], [-2.16, 1.80, -1.04], [-1.74, 0.58, -1.86], [0.09, -2.95, 0.88], [1.23, -3.62, 1.19], [1.45, -4.62, 2.13], [1.73, -5.91, 4.62], [1.34, -7.14, 3.38], [2.67, -7.42, 4.54], [4.75, -5.07, 1.54], [4.36, -3.28, -0.13], [2.18, -1.57, -1.23], [1.29, 0.27, -0.48], [0.88, 1.13, -1.99], [0.91, 2.69, -0.10], [-0.24, 1.67, 0.81], [-0.18, 4.05, 1.30], [-0.68, 6.36, 1.84], [-2.15, 7.70, 0.36], [-3.04, 6.68, -1.72], [-2.22, 3.56, -4.38], [-1.21, 4.95, -3.91], [-0.91, 3.34, -3.19], [-2.96, 2.33, -1.56], [-2.53, 1.46, -0.06], [-2.56, -0.14, -1.92], [-1.44, 0.88, -2.87], [-0.84, -3.12, 1.23], [0.64, -4.98, 2.74]]}

---

two:
{"formula": "C21H23N3O3", "method": "wB97M-V/def2-TZVPD", "homo_energy_ha": -0.3101, "smiles": "COc1ccc(/C=C/C(=O)NCC(=O)N/N=C(\\C)Cc2ccccc2)cc1", "species": ["C", "O", "C", "C", "C", "C", "C", "C", "C", "O", "N", "C", "C", "O", "N", "N", "C", "C", "C", "C", "C", "C", "C", "C", "C", "C", "C", "H", "H", "H", "H", "H", "H", "H", "H", "H", "H", "H", "H", "H", "H", "H", "H", "H", "H", "H", "H", "H", "H", "H"], "coordinates": [[-9.81, -0.67, -0.74], [-8.70, -1.51, -0.60], [-7.49, -0.96, -0.33], [-6.42, -1.85, -0.20], [-5.15, -1.40, 0.08], [-4.90, -0.03, 0.23], [-3.58, 0.51, 0.52], [-2.47, -0.19, 0.78], [-1.16, 0.38, 1.12], [-0.33, -0.25, 1.76], [-0.92, 1.65, 0.70], [0.32, 2.32, 1.00], [1.45, 1.89, 0.04], [1.82, 2.59, -0.88], [1.92, 0.66, 0.35], [2.82, -0.08, -0.37], [3.94, 0.38, -0.75], [4.51, 1.73, -0.45], [4.80, -0.56, -1.55], [6.00, -0.96, -0.72], [5.82, -1.70, 0.44], [6.90, -2.05, 1.22], [8.18, -1.68, 0.85], [8.37, -0.94, -0.31], [7.28, -0.58, -1.09], [-5.97, 0.85, 0.09], [-7.25, 0.41, -0.19], [-10.66, -1.33, -0.95], [-10.01, -0.11, 0.18], [-9.69, 0.03, -1.58], [-6.62, -2.90, -0.32], [-4.35, -2.11, 0.17], [-3.54, 1.59, 0.54], [-2.49, -1.27, 0.84], [-1.52, 2.06, 0.00], [0.17, 3.40, 0.89], [0.60, 2.08, 2.02], [1.35, 0.09, 0.98], [4.02, 2.48, -1.07], [5.58, 1.74, -0.63], [4.31, 1.99, 0.59], [4.21, -1.45, -1.80], [5.12, -0.07, -2.46], [4.82, -1.98, 0.73], [6.75, -2.63, 2.12], [9.03, -1.96, 1.46], [9.36, -0.65, -0.61], [7.44, -0.01, -1.99], [-5.80, 1.92, 0.20], [-8.04, 1.13, -0.28]]}

---

one is preferred energetically. Next in line: 10.3 kcal/mol higher.